[1]
The following is a DFT calculation (ωB97M-V with the def2-TZVPD basis set) of a structure of composition C13H26BrNO8S at a distorted geometry.

Geometry (Å):
C  1.93  1.45  2.50
C  1.52  0.99  1.05
O  2.49  0.08  0.50
C  2.32  -0.17  -0.84
Br  0.51  0.23  -1.62
O  3.20  0.58  -1.73
S  3.06  -0.22  -3.21
O  2.44  0.57  -4.30
O  4.33  -0.74  -3.76
O  2.25  -1.60  -2.71
C  2.61  -1.66  -1.30
C  1.95  -2.81  -0.49
C  0.47  -3.16  -0.90
C  -0.52  -2.94  0.31
C  -2.01  -3.04  -0.17
C  -2.98  -1.95  0.41
C  -2.49  -0.47  0.27
C  -3.04  0.30  -0.99
O  -3.85  -0.50  -1.86
C  -5.21  -0.14  -1.65
H  1.11  2.11  2.86
H  2.84  2.09  2.46
H  2.05  0.59  3.19
H  0.56  0.44  1.18
H  1.39  1.93  0.46
H  3.71  -1.88  -1.31
H  1.99  -2.52  0.59
H  2.58  -3.72  -0.58
H  0.13  -2.65  -1.82
H  0.45  -4.25  -1.15
H  -0.31  -3.79  1.01
H  -0.27  -2.02  0.87
H  -2.40  -4.02  0.20
H  -2.08  -3.12  -1.29
H  -3.08  -2.18  1.50
H  -3.98  -2.13  -0.03
H  -2.87  0.07  1.17
H  -1.38  -0.34  0.29
H  -2.19  0.71  -1.58
H  -3.61  1.19  -0.63
H  -5.51  0.79  -2.20
H  -5.45  0.03  -0.57
H  -5.87  -0.98  -1.99
C  2.38  5.98  2.57
N  1.26  5.00  2.54
O  0.65  4.81  3.56
O  1.04  4.46  1.48
H  2.45  6.39  3.58
H  3.29  5.45  2.29
H  2.14  6.77  1.85

HOMO-LUMO gap   9.69 eV
LUMO level   -0.060 eV
E_HOMO   -9.7 eV

These are the natural (NBO) partial charges, in e, on atoms 1 to 6: C -0.631; C -0.082; O -0.520; C 0.522; Br -0.020; O -0.665

[2]
The following is a DFT calculation (ωB97M-V with the def2-TZVPD basis set) of a structure of composition C13H26Cl2O2OsSi at a distorted geometry.

Geometry (Å):
C  -0.80  0.90  -2.35
C  -1.65  -0.20  -2.00
C  -0.84  -1.25  -1.46
C  -3.12  -0.25  -2.32
C  0.54  -0.84  -1.56
C  0.58  0.49  -2.09
C  1.80  1.31  -2.34
C  -1.22  2.15  -3.06
C  -1.33  -2.64  -1.12
C  1.76  -1.67  -1.26
Os  -0.42  0.63  -0.29
Cl  -2.22  -0.20  1.01
Cl  -1.42  2.66  0.14
O  0.74  -0.56  1.37
H  -3.63  0.67  -2.02
H  -3.60  -1.09  -1.81
H  -3.26  -0.39  -3.40
H  -2.08  -2.56  -0.32
H  -0.50  -3.25  -0.75
H  -1.79  -3.12  -2.00
H  1.51  -2.54  -0.63
H  2.53  -1.06  -0.75
H  2.21  -2.06  -2.18
H  2.67  0.65  -2.22
H  1.86  2.00  -1.42
H  1.80  1.83  -3.29
H  -2.09  2.59  -2.57
H  -1.50  1.95  -4.09
H  -0.43  2.90  -3.04
H  1.12  -1.44  1.17
O  1.47  1.80  -0.12
H  1.86  2.46  0.51
C  2.42  0.42  3.47
Si  0.70  -0.14  3.02
C  0.22  -1.70  3.87
C  -0.45  1.29  3.23
H  3.11  -0.43  3.52
H  2.40  0.93  4.45
H  2.81  1.15  2.73
H  0.28  -1.61  4.97
H  -0.81  -1.95  3.58
H  0.88  -2.54  3.55
H  -0.69  1.39  4.31
H  -0.02  2.22  2.87
H  -1.40  1.10  2.70

HOMO-LUMO gap (alpha / beta)   1.65 / 5.97 eV
Spin multiplicity   5
LUMO level (alpha / beta)   4.629 / 4.892 eV
E_HOMO (alpha / beta)   3.0 / -1.1 eV
Total charge   -2

These are the natural (NBO) partial charges, in e, on atoms 1 to 6: C -0.062; C -0.134; C 0.086; C -0.622; C -0.181; C -0.073